Formula: C30H86O13
Source: the Open Molecules 2025 dataset
Level of theory: ωB97M-V with the def2-TZVPD basis set

XYZ file:
```
129
Properties=species:S:1:pos:R:3
C 0.045 3.000 -5.648
C 0.610 2.544 -4.279
O 0.204 1.212 -4.089
H 0.641 2.410 -6.344
H 0.232 4.025 -5.966
H -0.988 2.692 -5.807
H 0.224 3.218 -3.514
H 1.695 2.605 -4.357
H 0.413 0.736 -4.895
C 1.113 -2.561 -4.981
C 0.345 -1.952 -6.184
O 0.472 -0.629 -6.210
H 1.962 -3.151 -5.327
H 0.440 -3.229 -4.443
H 1.512 -1.845 -4.263
H -0.671 -2.346 -6.187
H 0.768 -2.440 -7.062
H 0.668 -0.340 -7.104
C 4.278 1.245 3.063
C 5.572 1.996 2.991
O 6.385 1.655 1.859
H 4.483 0.174 3.043
H 3.705 1.534 2.182
H 3.825 1.499 4.021
H 6.065 1.800 3.943
H 5.310 3.051 2.921
H 5.772 1.700 1.121
C 2.295 -4.760 -1.009
C 0.916 -5.200 -1.340
O 0.949 -6.528 -1.837
H 2.600 -5.289 -0.106
H 2.377 -3.708 -0.737
H 3.055 -5.087 -1.718
H 0.545 -4.563 -2.143
H 0.208 -5.166 -0.512
H 0.509 -7.086 -1.192
C -2.589 -2.302 -2.915
C -1.988 -1.120 -3.568
O -1.769 -0.002 -2.581
H -2.554 -3.093 -3.664
H -3.677 -2.256 -2.866
H -2.121 -2.534 -1.959
H -2.572 -0.817 -4.437
H -1.010 -1.422 -3.945
H -1.144 0.640 -2.925
C -3.778 -0.987 0.881
C -5.056 -1.859 0.995
O -4.936 -2.957 1.890
H -3.044 -1.509 0.267
H -3.478 -0.602 1.855
H -3.954 -0.228 0.119
H -5.375 -2.181 0.004
H -5.958 -1.341 1.321
H -5.714 -3.515 1.828
C -1.142 -4.032 2.222
C -1.083 -3.259 3.510
O 0.069 -2.537 3.614
H -2.059 -4.601 2.071
H -0.259 -4.651 2.060
H -1.253 -3.338 1.389
H -1.229 -3.914 4.369
H -1.983 -2.644 3.502
H 0.275 -2.496 4.550
C 3.543 -2.187 3.829
C 3.199 -2.140 2.372
O 1.940 -1.551 2.122
H 3.499 -1.256 4.394
H 4.577 -2.492 3.994
H 2.807 -2.833 4.308
H 3.131 -3.137 1.936
H 4.002 -1.675 1.801
H 1.293 -2.076 2.597
C 0.849 4.099 0.638
C -0.467 4.521 0.113
O -0.278 5.563 -0.803
H 0.523 3.319 1.325
H 1.341 4.945 1.118
H 1.351 3.598 -0.190
H -1.048 4.841 0.979
H -0.944 3.727 -0.460
H -1.085 5.450 -1.310
C 0.740 -1.247 -0.930
C 0.608 0.241 -0.490
C -0.581 0.641 0.375
O 1.758 0.384 0.295
H 0.525 -1.846 -0.045
H 1.708 -1.596 -1.291
H -0.023 -1.432 -1.686
H 0.711 0.932 -1.327
H -0.295 1.370 1.133
H -0.815 -0.293 0.887
H -1.488 0.811 -0.205
H 1.602 -0.247 1.001
C -3.957 3.370 0.374
C -5.364 2.862 0.186
C -5.976 2.414 1.508
O -6.189 3.919 -0.153
H -3.286 2.591 0.737
H -3.973 4.155 1.131
H -3.575 3.683 -0.598
H -5.412 2.041 -0.530
H -5.755 3.100 2.326
H -5.557 1.451 1.799
H -7.048 2.282 1.359
H -6.047 4.704 0.381
C 4.988 -0.826 -0.958
C 4.902 0.648 -1.330
C 4.146 0.947 -2.555
O 4.208 1.438 -0.361
H 5.725 -0.912 -0.159
H 5.348 -1.477 -1.755
H 4.071 -1.243 -0.543
H 5.843 1.188 -1.442
H 4.280 1.997 -2.815
H 3.062 0.968 -2.437
H 4.560 0.382 -3.389
H 3.374 0.992 -0.194
C -2.753 3.403 4.304
C -2.088 2.006 4.455
C -0.885 2.061 5.329
O -2.957 1.048 4.863
H -3.309 3.729 5.183
H -3.435 3.437 3.455
H -1.994 4.153 4.081
H -1.792 1.658 3.466
H -0.992 2.692 6.211
H -0.040 2.603 4.904
H -0.518 1.068 5.590
H -3.447 1.377 5.621
```

Output
- orbital gap (spin up / spin down) (eV) = 1.165 / 9.013
- HOMO level (spin up / spin down) (eV) = 0.6 / -7.3
- expectation value of S² = 0.750
- multiplicity = 2
- total charge = -1